ORCA calculation (the ωB97M-V functional and the def2-TZVPD basis) on a molecular structure, C47H33Co2N2O5P.

Calculated values
* highest occupied orbital energy: -4.50 eV
* F_max: 7.4 eV/A
* E_LUMO: -2.9 eV
* charge: 0
* HOMO-LUMO gap: 1.59 eV
* relative energy (zero: lowest compared OMol25 entry of this formula, charge and spin): 203.9 kcal/mol

Cartesian coordinates (Å):
C  -5.78  -5.03  -4.84
C  -5.16  -6.28  -4.84
C  -3.78  -6.36  -4.80
C  -2.99  -5.21  -4.77
C  -1.52  -5.23  -4.75
N  -0.90  -4.00  -4.86
C  0.39  -4.04  -5.03
C  1.15  -2.89  -5.00
N  1.78  -1.90  -4.91
C  -0.73  -6.34  -4.67
C  -1.19  -7.69  -4.70
C  -0.36  -8.75  -4.81
C  1.06  -8.57  -4.91
C  1.59  -7.35  -4.87
C  0.75  -6.14  -4.68
C  -3.63  -3.98  -4.79
C  -5.00  -3.89  -4.82
H  -6.86  -4.95  -4.83
H  -5.77  -7.17  -4.86
H  -3.17  -7.37  -4.80
H  1.10  -5.02  -5.00
H  -2.37  -7.77  -4.76
H  -0.76  -9.75  -4.88
H  1.70  -9.43  -5.06
H  2.66  -7.23  -4.93
H  1.41  -5.21  -4.22
H  -3.01  -3.10  -4.79
H  -5.47  -2.92  -4.83
O  0.47  -2.09  0.40
C  1.16  -1.66  1.20
Co  2.29  -0.94  2.44
C  2.10  -1.74  4.08
O  1.99  -2.23  5.10
C  3.98  -1.20  1.84
O  5.04  -1.32  1.44
C  2.39  0.95  3.18
C  1.86  0.97  1.82
C  2.81  1.13  0.69
C  2.43  1.15  -0.64
C  3.39  0.95  -1.67
C  3.00  0.85  -2.98
C  1.66  0.99  -3.32
C  0.71  1.21  -2.34
C  1.07  1.28  -1.02
Co  0.41  1.49  3.17
C  -0.86  0.85  2.08
O  -1.67  0.49  1.36
C  0.04  0.74  4.77
O  -0.20  0.31  5.80
P  0.03  3.65  3.32
C  -1.42  3.96  2.29
C  -1.36  4.87  1.26
C  -2.48  5.09  0.48
C  -3.64  4.39  0.72
C  -3.70  3.47  1.75
C  -2.58  3.26  2.54
C  -0.31  3.94  5.07
C  -1.51  4.46  5.46
C  -1.77  4.67  6.81
C  -0.81  4.34  7.74
C  0.40  3.80  7.34
C  0.65  3.60  6.00
C  1.49  4.51  2.74
C  2.16  5.37  3.58
C  3.28  6.04  3.14
C  3.72  5.84  1.84
C  3.06  4.97  1.00
C  1.94  4.30  1.46
H  3.15  1.70  3.33
H  3.86  1.08  0.93
H  4.43  0.79  -1.42
H  3.72  0.63  -3.76
H  1.35  0.83  -4.34
H  -0.33  1.28  -2.61
H  0.32  1.38  -0.26
H  -0.44  5.40  1.08
H  -2.43  5.80  -0.34
H  -4.51  4.55  0.10
H  -4.60  2.91  1.93
H  -2.61  2.53  3.33
H  -2.26  4.70  4.72
H  -2.72  5.07  7.12
H  -1.01  4.48  8.79
H  1.14  3.53  8.08
H  1.58  3.16  5.67
H  1.80  5.51  4.59
H  3.81  6.71  3.79
H  4.59  6.37  1.49
H  3.41  4.82  -0.01
H  1.41  3.61  0.82



ORCA calculation (the ωB97M-V functional and the def2-TZVPD basis) on a molecular structure, C47H37BClCsIN9OS3.

Calculated values
* highest occupied orbital energy: -2.73 eV
* F_max: 2.7 eV/A
* E_LUMO: 3.6 eV
* charge: -2
* HOMO-LUMO gap: 6.38 eV
* relative energy (zero: lowest compared OMol25 entry of this formula, charge and spin): 16.6 kcal/mol

Cartesian coordinates (Å):
Cs  0.25  0.41  -0.73
C  1.56  1.51  5.67
C  2.21  1.11  4.38
C  3.45  1.46  3.88
C  3.52  0.82  2.62
N  2.40  0.14  2.38
N  1.61  0.32  3.46
B  0.24  -0.36  3.67
N  -0.90  0.63  3.38
N  -0.82  1.57  2.42
C  -1.93  2.28  2.51
C  -2.75  1.78  3.55
C  -2.05  0.72  4.07
C  -2.44  -0.22  5.17
C  -2.22  3.42  1.61
C  -1.43  3.71  0.50
C  -1.75  4.76  -0.35
C  -2.86  5.55  -0.10
C  -3.65  5.29  1.01
C  -3.33  4.24  1.86
N  0.05  -1.62  2.78
N  -1.13  -1.80  2.16
C  -1.09  -3.02  1.64
C  0.13  -3.66  1.96
C  0.84  -2.72  2.69
C  2.18  -2.86  3.33
C  -2.26  -3.55  0.91
C  -3.23  -2.68  0.40
C  -4.34  -3.17  -0.27
C  -4.51  -4.54  -0.44
C  -3.55  -5.41  0.06
C  -2.44  -4.92  0.73
C  4.64  0.83  1.67
C  5.92  1.19  2.08
C  6.98  1.23  1.18
C  6.77  0.88  -0.16
C  5.50  0.50  -0.57
C  4.45  0.47  0.33
H  2.17  2.26  6.17
H  1.43  0.66  6.34
H  0.56  1.94  5.49
H  4.17  2.11  4.34
H  0.16  -0.70  4.84
H  -3.73  2.12  3.86
H  -3.47  -0.02  5.46
H  -1.80  -0.09  6.04
H  -2.36  -1.26  4.84
H  -0.57  3.10  0.31
H  -1.13  4.94  -1.22
H  -3.12  6.36  -0.78
H  -4.52  5.90  1.22
H  -3.96  4.04  2.72
H  0.48  -4.64  1.67
H  2.39  -3.91  3.51
H  2.21  -2.33  4.29
H  2.97  -2.44  2.71
H  -3.07  -1.61  0.52
H  -5.07  -2.47  -0.67
H  -5.38  -4.92  -0.96
H  -3.67  -6.48  -0.07
H  -1.70  -5.60  1.12
H  6.10  1.45  3.12
H  7.97  1.52  1.51
H  7.59  0.92  -0.86
H  5.31  0.24  -1.61
H  3.47  0.18  0.00
Cl  -3.96  -1.97  -6.60
C  -3.19  -1.06  -5.30
C  -3.22  0.31  -5.35
C  -2.63  1.06  -4.33
I  -2.72  3.15  -4.42
C  -1.98  0.50  -3.20
O  -1.47  1.19  -2.27
C  -1.95  -0.97  -3.20
N  -1.31  -1.55  -2.16
C  -1.24  -2.86  -2.10
C  -1.82  -3.70  -3.07
C  -2.48  -3.14  -4.12
C  -2.56  -1.73  -4.24
H  -3.71  0.81  -6.18
H  -0.70  -3.28  -1.26
H  -1.75  -4.78  -2.96
H  -2.94  -3.76  -4.88
S  5.98  1.61  -7.02
C  5.04  1.34  -5.65
S  4.14  -0.12  -5.44
C  3.61  0.36  -3.80
N  4.09  1.54  -3.51
N  4.86  2.08  -4.53
C  5.45  3.34  -4.20
C  5.66  3.62  -2.85
C  6.23  4.83  -2.47
C  6.58  5.78  -3.42
C  6.34  5.50  -4.76
C  5.78  4.30  -5.16
S  2.67  -0.66  -2.84
H  5.38  2.89  -2.11
H  6.39  5.03  -1.42
H  7.02  6.72  -3.12
H  6.59  6.24  -5.52
H  5.59  4.11  -6.20



Copy entry 1 word for word.
ORCA calculation (the ωB97M-V functional and the def2-TZVPD basis) on a molecular structure, C47H33Co2N2O5P.

Calculated values
* highest occupied orbital energy: -4.50 eV
* F_max: 7.4 eV/A
* E_LUMO: -2.9 eV
* charge: 0
* HOMO-LUMO gap: 1.59 eV
* relative energy (zero: lowest compared OMol25 entry of this formula, charge and spin): 203.9 kcal/mol

Cartesian coordinates (Å):
C  -5.78  -5.03  -4.84
C  -5.16  -6.28  -4.84
C  -3.78  -6.36  -4.80
C  -2.99  -5.21  -4.77
C  -1.52  -5.23  -4.75
N  -0.90  -4.00  -4.86
C  0.39  -4.04  -5.03
C  1.15  -2.89  -5.00
N  1.78  -1.90  -4.91
C  -0.73  -6.34  -4.67
C  -1.19  -7.69  -4.70
C  -0.36  -8.75  -4.81
C  1.06  -8.57  -4.91
C  1.59  -7.35  -4.87
C  0.75  -6.14  -4.68
C  -3.63  -3.98  -4.79
C  -5.00  -3.89  -4.82
H  -6.86  -4.95  -4.83
H  -5.77  -7.17  -4.86
H  -3.17  -7.37  -4.80
H  1.10  -5.02  -5.00
H  -2.37  -7.77  -4.76
H  -0.76  -9.75  -4.88
H  1.70  -9.43  -5.06
H  2.66  -7.23  -4.93
H  1.41  -5.21  -4.22
H  -3.01  -3.10  -4.79
H  -5.47  -2.92  -4.83
O  0.47  -2.09  0.40
C  1.16  -1.66  1.20
Co  2.29  -0.94  2.44
C  2.10  -1.74  4.08
O  1.99  -2.23  5.10
C  3.98  -1.20  1.84
O  5.04  -1.32  1.44
C  2.39  0.95  3.18
C  1.86  0.97  1.82
C  2.81  1.13  0.69
C  2.43  1.15  -0.64
C  3.39  0.95  -1.67
C  3.00  0.85  -2.98
C  1.66  0.99  -3.32
C  0.71  1.21  -2.34
C  1.07  1.28  -1.02
Co  0.41  1.49  3.17
C  -0.86  0.85  2.08
O  -1.67  0.49  1.36
C  0.04  0.74  4.77
O  -0.20  0.31  5.80
P  0.03  3.65  3.32
C  -1.42  3.96  2.29
C  -1.36  4.87  1.26
C  -2.48  5.09  0.48
C  -3.64  4.39  0.72
C  -3.70  3.47  1.75
C  -2.58  3.26  2.54
C  -0.31  3.94  5.07
C  -1.51  4.46  5.46
C  -1.77  4.67  6.81
C  -0.81  4.34  7.74
C  0.40  3.80  7.34
C  0.65  3.60  6.00
C  1.49  4.51  2.74
C  2.16  5.37  3.58
C  3.28  6.04  3.14
C  3.72  5.84  1.84
C  3.06  4.97  1.00
C  1.94  4.30  1.46
H  3.15  1.70  3.33
H  3.86  1.08  0.93
H  4.43  0.79  -1.42
H  3.72  0.63  -3.76
H  1.35  0.83  -4.34
H  -0.33  1.28  -2.61
H  0.32  1.38  -0.26
H  -0.44  5.40  1.08
H  -2.43  5.80  -0.34
H  -4.51  4.55  0.10
H  -4.60  2.91  1.93
H  -2.61  2.53  3.33
H  -2.26  4.70  4.72
H  -2.72  5.07  7.12
H  -1.01  4.48  8.79
H  1.14  3.53  8.08
H  1.58  3.16  5.67
H  1.80  5.51  4.59
H  3.81  6.71  3.79
H  4.59  6.37  1.49
H  3.41  4.82  -0.01
H  1.41  3.61  0.82